Arrangement one

11
Properties=species:S:1:pos:R:3:mulliken_charge:R:1 method="wB97M-V/def2-TZVPD" smiles="O=c1cc[nH]cn1" orbital_gap_ev=9.7 mol_weight_g_mol=96.1
O -0.726 2.273 1.287 -0.569
N 0.491 -0.802 -0.850 -0.104
N -0.646 1.254 -0.763 -0.483
C -0.127 0.280 -1.413 0.041
C -0.156 -0.021 1.270 -0.391
C 0.408 -0.980 0.516 -0.221
C -0.531 1.261 0.648 0.423
H 0.803 -1.913 0.902 0.361
H 0.939 -1.487 -1.437 0.222
H -0.182 0.265 -2.502 0.359
H -0.273 -0.131 2.342 0.364

***

Arrangement two

11
Properties=species:S:1:pos:R:3:mulliken_charge:R:1 method="wB97M-V/def2-TZVPD" orbital_gap_ev=9.8 mol_weight_g_mol=96.1
O 0.180 -1.442 1.248 -0.422
N 0.964 -1.549 -1.382 -0.474
N -1.036 0.237 0.181 -0.193
C 1.211 0.773 -0.319 -0.738
C 1.244 -0.531 -0.899 0.431
C -0.023 1.171 0.057 0.122
C -0.782 -1.093 0.618 -0.072
H -0.316 2.218 0.136 0.349
H -1.563 -1.786 0.272 0.349
H 2.065 1.433 -0.381 0.352
H -1.945 0.568 0.470 0.297

***

Arrangement three

11
Properties=species:S:1:pos:R:3:mulliken_charge:R:1 method="wB97M-V/def2-TZVPD" smiles="O=C1C=C=NC=N1.[H][H]" orbital_gap_ev=8.3 mol_weight_g_mol=96.1
O 2.492 -1.268 -0.055 -0.525
N -1.396 -0.270 0.017 -0.451
N 0.280 -1.959 -0.091 -0.383
C -0.392 0.444 0.061 0.637
C 0.908 0.488 0.061 -0.533
C 1.315 -1.015 -0.035 0.578
C -0.952 -1.603 -0.067 -0.145
H 1.670 1.246 0.113 0.395
H -1.063 3.097 -0.267 -0.014
H -1.269 3.141 0.448 0.053
H -1.745 -2.343 -0.114 0.388

***

Arrangement four

11
Properties=species:S:1:pos:R:3:mulliken_charge:R:1 method="wB97M-V/def2-TZVPD" smiles="NC1=CC(=O)N=C1" orbital_gap_ev=8.9 mol_weight_g_mol=96.1
O 2.944 -0.483 -0.097 -0.434
N 1.384 1.350 -0.067 -0.508
N -1.824 -0.321 -0.231 -0.625
C 0.118 1.271 -0.062 -0.126
C 0.535 -0.959 -0.055 -0.581
C -0.477 -0.091 -0.158 0.652
C 1.812 -0.138 -0.056 0.313
H -0.508 2.203 -0.166 0.337
H 0.509 -2.083 0.000 0.328
H -2.186 -1.161 0.324 0.315
H -2.307 0.411 0.567 0.328

***

Most stable structure: arrangement one

***

Arrangement one

16
Properties=species:S:1:pos:R:3:mulliken_charge:R:1 method="wB97M-V/def2-TZVPD" smiles="C=C[C@]12CC=NN1C2" orbital_gap_ev=10.2 mol_weight_g_mol=108.1
N 1.443 0.014 1.400 -0.439
N 0.374 1.033 0.756 -0.265
C 0.899 1.715 -0.400 -0.355
C 0.081 0.423 -0.500 0.622
C -2.405 -0.029 0.828 -0.761
C 1.691 -0.968 0.489 -0.056
C -1.533 0.035 -0.365 -0.510
C 0.710 -0.858 -0.755 -0.650
H -3.480 -0.723 0.838 0.176
H 0.476 2.705 -0.643 0.285
H 2.496 -1.794 0.675 0.321
H -0.167 -1.631 -0.876 0.351
H 2.146 1.436 -0.204 0.257
H 1.389 -0.941 -1.754 0.234
H -1.978 -0.579 -1.235 0.375
H -2.142 0.160 1.745 0.415

***

Arrangement two

16
Properties=species:S:1:pos:R:3:mulliken_charge:R:1 method="wB97M-V/def2-TZVPD" orbital_gap_ev=7.7 mol_weight_g_mol=108.1
N -0.029 -0.705 0.210 -0.459
N -0.162 1.600 0.113 -0.168
C 2.214 0.283 -0.144 -0.327
C -2.261 -1.349 -0.112 -0.833
C 2.792 -0.910 0.154 -0.502
C -1.491 1.040 0.134 -0.483
C 0.657 0.421 0.071 0.468
C -1.262 -0.443 0.100 0.503
H 0.224 2.358 -0.142 0.085
H 2.092 -1.891 0.701 0.249
H -1.992 1.448 0.949 0.288
H -3.227 -0.873 -0.112 0.279
H -2.153 1.252 -0.746 0.265
H 3.834 -1.045 -0.212 0.286
H 2.877 1.376 -0.593 0.143
H -2.113 -2.563 -0.370 0.205

***

Most stable structure: arrangement two

***

Arrangement one

16
Properties=species:S:1:pos:R:3:mulliken_charge:R:1 method="wB97M-V/def2-TZVPD" orbital_gap_ev=9.7 mol_weight_g_mol=108.1
N 1.300 -0.140 -0.174 -0.378
N 0.350 2.445 1.332 -0.486
C 0.749 -0.814 1.017 -0.714
C -0.737 0.819 -1.561 -0.405
C -0.828 0.627 -0.101 0.343
C -0.690 -0.615 0.731 -0.550
C 0.226 -0.133 -1.024 -0.184
C -0.111 1.653 0.692 0.090
H -1.434 0.261 -2.231 0.240
H 2.029 -0.638 -0.475 0.227
H -1.132 -0.493 1.825 0.322
H -0.252 -1.227 -1.134 0.121
H 0.875 -1.812 0.982 0.418
H -0.489 1.922 -1.715 0.291
H 1.401 -0.501 1.772 0.406
H -1.258 -1.355 0.067 0.258

***

Arrangement two

16
Properties=species:S:1:pos:R:3:mulliken_charge:R:1 method="wB97M-V/def2-TZVPD" orbital_gap_ev=9.9 mol_weight_g_mol=108.1
N 0.023 0.224 0.668 -0.122
N -1.009 -0.469 1.542 -0.502
C -0.727 -0.516 -1.405 -0.569
C 1.451 0.404 -1.118 -0.668
C -0.717 0.781 -0.475 -0.189
C -0.575 -0.651 2.771 -0.239
C 0.665 1.508 -1.052 -0.342
C 0.516 -0.680 -0.532 0.017
H -1.098 -1.290 3.383 0.307
H 1.127 2.404 -1.538 0.311
H 0.831 -1.929 -0.593 0.261
H -1.600 -1.096 -0.918 0.302
H -1.321 1.696 -0.152 0.386
H 2.411 0.599 -1.389 0.466
H -0.452 -0.579 -2.503 0.340
H 0.476 -0.405 3.312 0.240

***

Most stable structure: arrangement one

***

Arrangement one

16
Properties=species:S:1:pos:R:3:mulliken_charge:R:1 method="wB97M-V/def2-TZVPD" orbital_gap_ev=10.0 mol_weight_g_mol=108.1
N 1.069 -0.940 -0.057 -0.386
N -3.274 0.025 -0.205 -0.554
C -0.713 0.044 -0.007 0.871
C -2.041 0.214 0.185 -0.286
C 1.572 0.398 -0.255 -0.366
C 0.160 1.342 -0.101 -0.771
C 0.165 -0.616 1.135 -0.526
C -0.247 -1.093 -0.807 -0.319
H -0.415 -1.651 1.419 0.325
H 0.017 1.906 0.942 0.232
H -0.955 -1.959 -0.189 0.272
H 1.787 0.258 -1.442 0.284
H 0.264 0.081 1.944 0.352
H -0.194 -0.931 -1.976 0.257
H 0.208 2.171 -0.844 0.343
H 2.597 0.752 0.255 0.270

***

Arrangement two

16
Properties=species:S:1:pos:R:3:mulliken_charge:R:1 method="wB97M-V/def2-TZVPD" orbital_gap_ev="7.6 / 7.6" mol_weight_g_mol=108.1
N -0.556 2.116 -0.416 -0.662
N -0.735 -0.234 -2.612 -0.568
C -0.664 -0.758 0.872 -0.228
C -0.855 -1.419 -0.373 -0.499
C -0.658 -0.616 -1.442 0.262
C 1.313 0.597 0.398 -0.580
C 0.679 -0.308 1.449 -0.563
C 0.009 1.034 -0.210 0.320
H -1.618 -0.396 -3.095 0.255
H 1.892 0.036 -0.336 0.245
H 1.930 1.410 0.796 0.387
H 1.286 -1.179 1.723 0.317
H 0.037 2.944 -0.288 0.261
H 0.484 0.257 2.362 0.293
H -1.381 -1.022 1.653 0.356
H -1.162 -2.461 -0.481 0.407

***

Arrangement three

16
Properties=species:S:1:pos:R:3:mulliken_charge:R:1 method="wB97M-V/def2-TZVPD" orbital_gap_ev=10.2 mol_weight_g_mol=108.1
N 1.223 0.485 0.261 -0.482
N 1.695 -2.946 -0.971 -0.467
C -0.828 1.106 -0.582 -0.711
C 0.150 -1.106 -0.301 0.216
C -1.016 0.601 0.940 -0.702
C 1.036 -2.186 -0.429 -0.223
C 0.286 -0.305 0.955 -0.142
C 0.404 0.269 -0.854 -0.157
H -1.080 1.443 1.737 0.300
H 1.459 1.480 0.479 0.244
H -1.927 -0.037 1.168 0.273
H -0.526 2.179 -0.599 0.326
H 0.991 0.344 -1.793 0.453
H -0.944 -1.401 -0.540 0.327
H -1.676 0.955 -1.253 0.316
H 0.753 -0.882 1.783 0.431

***

Arrangement four

16
Properties=species:S:1:pos:R:3:mulliken_charge:R:1 method="wB97M-V/def2-TZVPD" smiles="CC1=NN=C[C@@H]2C[C@@H]12" orbital_gap_ev=9.7 mol_weight_g_mol=108.1
N -0.570 -0.131 -1.398 -0.324
N 0.441 0.732 -1.647 -0.530
C 1.042 1.282 -0.663 -0.315
C 0.824 0.306 2.017 -0.502
C 0.543 1.029 0.713 -0.063
C -0.642 -0.760 -0.208 0.602
C 0.391 -0.467 0.782 -0.139
C -1.744 -1.679 0.001 -1.100
H -2.570 -1.240 0.576 0.219
H 0.123 0.545 2.794 0.260
H 1.296 -0.825 0.342 0.263
H -2.155 -1.913 -0.991 0.380
H -1.473 -2.587 0.529 0.325
H 1.849 0.067 2.360 0.246
H -0.455 1.453 0.769 0.261
H 1.797 2.038 -0.919 0.415

***

Most stable structure: arrangement three

***

Arrangement one

16
Properties=species:S:1:pos:R:3:mulliken_charge:R:1 method="wB97M-V/def2-TZVPD" smiles="C=C1C(C)=NN=C1C" orbital_gap_ev="6.3 / 6.4" mol_weight_g_mol=108.1
N 0.072 -0.009 -2.077 -0.547
N 1.079 -0.650 -1.544 -0.397
C 1.903 -1.333 0.718 -1.192
C -0.466 -0.360 0.207 0.638
C -1.254 1.804 -1.023 -1.251
C -1.103 -0.382 1.394 -0.929
C 0.894 -0.736 -0.186 0.606
C -0.602 0.490 -0.936 0.535
H -2.066 0.092 1.520 0.303
H 2.846 -1.460 0.190 0.340
H -0.652 -0.831 2.265 0.285
H -2.292 1.647 -1.336 0.290
H -1.227 2.345 -0.070 0.359
H -0.782 2.396 -1.802 0.362
H 2.076 -0.702 1.599 0.303
H 1.574 -2.312 1.081 0.296

***

Arrangement two

16
Properties=species:S:1:pos:R:3:mulliken_charge:R:1 method="wB97M-V/def2-TZVPD" smiles="CC/N=C1/C=CC=N1" orbital_gap_ev=9.1 mol_weight_g_mol=108.1
N -1.374 -0.779 0.128 -0.476
N 0.794 0.329 0.030 -0.505
C 0.156 -1.007 1.931 -0.442
C 0.347 0.899 -1.296 -0.297
C -0.070 -0.382 0.612 0.697
C 1.441 1.791 -1.946 -0.966
C -1.909 -1.504 1.061 -0.238
C -1.029 -1.617 2.241 -0.356
H -2.882 -2.008 0.935 0.384
H -0.649 1.377 -1.058 0.319
H 0.176 0.014 -1.889 0.313
H 1.127 1.935 -3.078 0.290
H 1.158 -0.844 2.469 0.336
H -1.249 -2.263 3.100 0.374
H 1.495 2.741 -1.379 0.284
H 2.467 1.318 -1.860 0.281

***

Most stable structure: arrangement two

***

Arrangement one

8
Properties=species:S:1:pos:R:3:mulliken_charge:R:1 method="wB97M-V/def2-TZVPD" total_charge=+1 orbital_gap_ev=10.9 mol_weight_g_mol=62.0
O 1.220 1.933 -0.181 -0.192
O 2.018 0.862 -0.653 -0.175
N 0.080 -0.176 0.523 -0.420
C 0.704 0.777 -0.611 0.164
H -0.944 -0.365 0.377 0.388
H 0.317 0.254 1.525 0.430
H 0.189 0.699 -2.241 0.428
H 0.525 -1.088 0.525 0.377

***

Arrangement two

8
Properties=species:S:1:pos:R:3:mulliken_charge:R:1 method="wB97M-V/def2-TZVPD" total_charge=+1 orbital_gap_ev=11.6 mol_weight_g_mol=62.0
O 1.252 -0.286 1.926 -0.171
O 1.219 -1.481 1.224 -0.204
N -0.442 -0.039 0.189 -0.261
C 1.030 -0.316 0.563 0.138
H -0.457 0.917 0.387 0.344
H -0.723 -0.468 -0.699 0.364
H -0.999 -0.684 0.771 0.366
H 2.130 -0.083 -0.464 0.425

***

Most stable structure: arrangement two

***

Arrangement one

59
Properties=species:S:1:pos:R:3:mulliken_charge:R:1 method="wB97M-V/def2-TZVPD" smiles="COc1ccc(N(CC(=O)Nc2cc(OC)cc(OC)c2)S(=O)(=O)c2c(C)n[nH]c2C)cc1" orbital_gap_ev=8.8 mol_weight_g_mol=474.5
S 0.818 1.658 1.474 1.607
O -0.447 -1.832 2.019 -0.700
O 1.383 2.928 1.134 -0.735
O -5.032 -2.381 0.356 -0.481
O -0.563 1.431 1.143 -0.626
O -3.402 -0.474 -3.688 -0.421
O 3.374 1.466 -4.492 -0.456
N 2.138 1.182 5.137 -1.057
N -0.357 -1.129 -0.158 0.224
N 1.806 0.487 0.754 0.413
N 0.863 0.788 5.266 0.392
C -4.830 -2.809 1.682 -0.758
C 3.571 1.997 3.296 -1.206
C -3.238 -0.921 -2.413 0.561
C 2.208 0.711 -0.579 -0.210
C -1.676 -1.251 -0.612 0.176
C 1.424 1.470 -1.447 0.268
C 4.593 0.990 -5.007 -0.860
C 2.295 1.513 3.873 0.739
C 3.835 0.419 -2.336 -0.596
C 0.135 -1.321 1.084 0.628
C 3.414 0.196 -1.036 -0.915
C -3.968 -1.881 -0.329 0.280
C -4.249 -1.452 -1.628 -0.517
C 1.848 1.707 -2.737 -1.060
C 1.080 1.321 3.173 0.818
C -4.689 -0.528 -4.256 -0.876
C 1.597 -0.867 1.214 -1.294
C 3.056 1.182 -3.200 0.863
C -1.242 0.451 3.975 -1.488
C -2.683 -1.790 0.183 -0.418
C 0.173 0.853 4.110 -0.715
C -1.946 -0.821 -1.901 -0.854
H 0.489 1.878 -1.097 0.612
H -1.696 1.002 3.156 0.292
H -4.585 -0.115 -5.258 0.238
H -4.478 -1.991 2.318 0.290
H 1.877 -0.939 2.269 0.275
H 4.638 1.347 -6.035 0.250
H 0.248 -0.648 -0.812 -0.283
H 2.232 -1.546 0.638 0.647
H 4.079 1.186 2.776 0.202
H 4.218 2.368 4.086 0.429
H 4.036 -0.383 -0.369 0.488
H -1.173 -0.396 -2.522 0.579
H 4.776 0.001 -2.655 0.415
H -1.293 -0.609 3.722 0.228
H 3.361 2.782 2.572 0.336
H 5.448 1.386 -4.450 0.348
H 0.523 0.492 6.168 0.187
H -2.442 -2.111 1.179 0.682
H -5.055 -1.557 -4.324 0.346
H -1.788 0.625 4.900 0.523
H -4.117 -3.638 1.732 0.319
H -5.804 -3.148 2.033 0.246
H 4.632 -0.105 -5.004 0.336
H -5.263 -1.548 -1.975 0.496
H 1.252 2.297 -3.415 0.448
H -5.403 0.075 -3.687 0.349

***

Arrangement two

59
Properties=species:S:1:pos:R:3:mulliken_charge:R:1 method="wB97M-V/def2-TZVPD" smiles="CCCNC(=O)Cn1cnc2sc(C(=O)Nc3cc(OC)c(OC)c(OC)c3)c(C)c2c1=O" orbital_gap_ev=7.9 mol_weight_g_mol=474.5
S 0.698 2.019 -0.344 -0.483
O 6.302 -2.037 0.465 -0.500
O 2.818 -5.369 -0.359 -0.455
O -4.114 2.246 -1.584 -0.793
O -5.028 5.951 0.595 -0.658
O 5.665 -4.765 0.090 -0.523
O -0.131 -1.814 -0.829 -0.689
N -5.718 3.842 0.118 -0.085
N -2.999 4.188 -1.196 0.143
N 1.821 -0.730 -0.339 0.080
N -0.750 4.284 -0.547 -0.625
C 2.732 -1.779 -0.206 0.639
C -5.739 2.413 2.114 -0.382
C 4.673 -3.791 0.031 0.538
C -0.166 0.533 -0.701 0.291
C -5.043 4.974 -0.121 0.774
C 6.885 -2.543 1.653 -0.721
C 3.604 -6.523 -0.158 -0.738
C -4.227 4.923 -1.433 -1.177
C -1.878 4.841 -0.816 0.131
C -2.453 -0.314 -1.384 -1.692
C -6.390 3.580 1.370 -0.822
C -1.798 2.143 -1.019 0.517
C -1.480 0.754 -1.038 -0.126
C 5.009 -2.440 0.212 0.218
C 0.488 -0.787 -0.633 0.846
C -3.057 2.784 -1.296 0.289
C -0.716 2.944 -0.656 0.506
C 4.053 -1.448 0.084 -0.983
C 3.333 -4.124 -0.209 0.046
C -4.285 2.702 2.470 -0.825
C 6.583 -4.717 -0.987 -0.836
C 2.379 -3.111 -0.325 -0.344
H -6.310 2.224 3.024 0.336
H 1.361 -3.398 -0.526 0.652
H -3.867 1.885 3.053 0.383
H 2.896 -7.352 -0.170 0.292
H -2.060 -0.931 -2.189 0.363
H -3.402 0.124 -1.677 0.430
H 7.903 -2.159 1.669 0.251
H -3.683 2.818 1.571 -0.013
H -5.791 1.517 1.491 0.295
H 4.123 -6.497 0.802 0.299
H -6.330 4.496 1.962 0.414
H -4.210 3.618 3.051 0.329
H -4.792 4.409 -2.214 0.393
H -5.582 3.055 -0.508 0.262
H 4.359 -0.421 0.210 0.407
H -1.945 5.916 -0.731 0.359
H 2.227 0.186 -0.207 0.084
H -3.986 5.940 -1.740 0.502
H 7.313 -5.501 -0.793 0.254
H 6.342 -2.178 2.531 0.323
H -2.598 -0.972 -0.530 0.326
H 6.902 -3.634 1.672 0.278
H -7.443 3.353 1.170 0.276
H 6.078 -4.913 -1.940 0.352
H 7.088 -3.750 -1.047 0.352
H 4.333 -6.664 -0.959 0.238

***

Most stable structure: arrangement two

***

Arrangement one

23
Properties=species:S:1:pos:R:3:mulliken_charge:R:1 method="wB97M-V/def2-TZVPD" smiles="C=C(C)[C@H](C)[C@@H](C)N" orbital_gap_ev=9.9 mol_weight_g_mol=113.2
N -0.231 1.822 1.176 -0.611
C 1.178 -1.299 -0.631 -1.569
C 0.196 -0.124 -0.442 0.440
C 2.010 1.521 0.198 -1.340
C 0.681 0.790 0.715 0.106
C -2.339 0.247 -0.480 -1.193
C -1.640 -2.058 -0.021 -1.361
C -1.324 -0.612 -0.293 0.688
H 0.192 0.450 -1.378 0.327
H -2.169 1.302 -0.674 0.203
H 0.730 -2.160 -1.130 0.416
H -3.379 -0.068 -0.442 0.310
H 2.521 1.997 1.041 0.393
H 2.028 -0.990 -1.248 0.415
H 0.950 0.176 1.581 0.318
H -1.135 -2.410 0.883 0.287
H 0.172 2.347 1.948 0.283
H -0.466 2.464 0.423 0.230
H 1.577 -1.644 0.329 0.305
H -2.715 -2.228 0.113 0.410
H -1.336 -2.684 -0.867 0.279
H 1.754 2.299 -0.529 0.324
H 2.745 0.863 -0.271 0.338

***

Arrangement two

23
Properties=species:S:1:pos:R:3:mulliken_charge:R:1 method="wB97M-V/def2-TZVPD" smiles="CCC/C(C)=C(/C)N" orbital_gap_ev=8.9 mol_weight_g_mol=113.2
N 1.074 0.880 1.673 -0.628
C -0.039 2.780 0.640 -1.324
C -0.402 -3.322 -0.447 -1.299
C 0.454 -0.901 -0.555 -1.367
C -0.391 -1.931 0.223 -0.062
C 0.289 1.319 0.575 0.886
C -0.100 0.510 -0.411 0.386
C -0.876 1.044 -1.592 -1.644
H 0.383 -1.132 -1.621 0.435
H -0.597 -3.223 -1.512 0.356
H 1.974 1.342 1.720 0.204
H -1.552 0.279 -1.976 0.414
H 1.202 -0.120 1.717 0.221
H -1.433 -1.623 0.260 0.330
H -0.217 1.540 -2.307 0.307
H -1.516 1.876 -1.270 0.376
H 1.497 -0.932 -0.252 0.426
H 0.194 3.345 -0.259 0.347
H -1.154 -3.933 0.059 0.354
H 0.556 -3.830 -0.318 0.313
H 0.454 3.258 1.478 0.394
H -0.011 -2.032 1.245 0.249
H -1.108 2.934 0.786 0.324

***

Most stable structure: arrangement two